Entry 1:
DFT (ωB97M-V/def2-TZVPD) results for one molecule with the formula C3H2N2 in a non-equilibrium geometry.

Each line ends with the natural charge from an NBO analysis.
Element x y z (Å)
N: -1.03239 0.83796 1.97087  -0.267
C: -0.68938 0.31652 0.99678  0.272
C: -0.12158 -0.45498 -0.12341  -0.595
C: 0.83364 0.38111 -0.89894  0.273
N: 1.61478 1.03446 -1.46970  -0.266
H: 0.38408 -1.34476 0.27767  0.293
H: -0.98915 -0.77030 -0.75328  0.291

The calculation puts the HOMO-LUMO gap at 12.73 eV. The total energy is -6122.3998 eV. As for the structure (SMILES): N#CCC#N. The molar mass comes out at 66.06 g mol⁻¹. As for the energy above the lowest of the compared OMol25 structures with the same formula, charge and spin: 2.0 kcal per mole.

Entry 2:
DFT (ωB97M-V/def2-TZVPD) results for one molecule with the formula C5H7N.

Each line ends with the natural charge from an NBO analysis.
Element x y z (Å)
C: 1.36627 -0.01275 0.83387  -0.435
C: 0.70023 0.72148 -0.30264  -0.230
C: 0.58970 -0.78383 -0.17541  -0.052
C: -1.47500 -0.04073 -1.24644  -0.416
N: -0.85185 -0.67569 0.04327  -0.420
C: -0.81323 0.79229 -0.18184  -0.099
H: 2.44303 -0.11424 0.71440  0.232
H: 1.03643 0.04585 1.86952  0.214
H: 1.26975 1.27251 -1.04095  0.231
H: 0.94948 -1.54275 -0.85789  0.230
H: -2.55445 -0.05109 -1.02154  0.137
H: -1.34181 -1.06614 0.84261  0.409
H: -1.31855 1.45509 0.52302  0.198

The calculation puts the HOMO-LUMO gap at 8.22 eV. The total energy is -6783.2815 eV. The molar mass comes out at 81.12 g mol⁻¹. As for the energy above the lowest of the compared OMol25 structures with the same formula, charge and spin: 120.6 kcal per mole.

Entry 3:
DFT (ωB97M-V/def2-TZVPD) results for a 2-piece molecular cluster, C3H5NO3 overall in a non-equilibrium geometry.

Each line ends with the natural charge from an NBO analysis.
Element x y z (Å)
C: 1.20456 -1.19257 0.12890  -0.698
C: 0.51775 0.08908 -0.10986  0.169
N: -0.48995 0.69628 -0.24366  0.192
O: -1.42685 1.39112 -0.49719  -0.421
H: 1.93251 -1.23668 0.95382  0.249
H: 1.89190 -1.25905 -0.74312  0.246
H: 0.35728 -1.93772 0.10548  0.264
O: -2.61504 -1.13149 -0.51780  -0.593
C: -3.05626 -0.50336 0.39676  0.660
O: -3.96038 0.49163 0.22762  -0.683
H: -2.84031 -0.61483 1.40278  0.117
H: -4.21754 0.56166 -0.74132  0.498

The calculation puts the HOMO-LUMO gap at 10.13 eV. The total energy is -10821.4073 eV. As for the structure (SMILES): CC#[N+][O-].O=CO. The molar mass comes out at 103.08 g mol⁻¹. As for the energy above the lowest of the compared OMol25 structures with the same formula, charge and spin: 98.7 kcal per mole.

Entry 4:
DFT (ωB97M-V/def2-TZVPD) results for one molecule with the formula C16H23NO3 in a non-equilibrium geometry.

Each line ends with the natural charge from an NBO analysis.
Element x y z (Å)
C: -0.75012 -3.53050 -0.38094  -0.605
C: -0.14010 -2.73987 -1.52653  -0.232
C: -0.64669 -3.18746 -2.93010  -0.419
C: -1.97445 -2.62399 -3.22070  0.116
O: -2.27280 -3.17338 -4.49310  -0.714
C: -2.16142 -1.03008 -3.05937  -0.479
C: -1.41464 -0.46746 -1.93155  0.400
C: -0.44334 -1.20362 -1.29503  -0.228
C: 0.35709 -0.38572 -0.29894  0.583
O: 1.51387 -0.62458 -0.08229  -0.562
C: -0.22717 0.88543 0.36902  -0.348
C: -1.73358 1.11404 -0.18073  0.124
C: -2.31914 2.60502 -0.05323  -0.427
C: -1.25700 3.71671 -0.28176  -0.213
N: -0.08660 3.38898 0.49552  -0.463
C: -0.18358 3.74134 1.86500  -0.210
C: 1.01640 3.04695 2.55383  -0.417
C: 1.72094 2.20867 1.37834  -0.388
C: 0.60000 2.10411 0.25983  -0.036
O: -1.75082 0.75454 -1.54191  -0.524
H: -1.84497 -3.36613 -0.35540  0.201
H: -0.43245 -4.55712 -0.61828  0.212
H: -0.26313 -3.21432 0.55316  0.219
H: 0.98116 -2.79113 -1.39590  0.237
H: -0.76435 -4.30813 -3.01550  0.226
H: 0.03854 -2.90327 -3.77011  0.201
H: -2.66864 -3.03629 -2.43542  0.175
H: -1.72645 -2.78057 -5.16724  0.466
H: -1.75211 -0.52247 -3.89958  0.222
H: -3.23113 -0.84967 -2.88311  0.232
H: -0.35295 0.60682 1.45347  0.228
H: -2.44979 0.44341 0.23541  0.179
H: -2.69537 2.55995 0.97030  0.202
H: -3.07526 2.78317 -0.82212  0.221
H: -1.00142 3.62905 -1.35087  0.199
H: -1.94982 4.63036 -0.02012  0.221
H: -1.13881 3.46908 2.28414  0.148
H: -0.13514 4.82130 2.20220  0.189
H: 1.76370 3.85774 2.80698  0.208
H: 0.63723 2.59696 3.42835  0.210
H: 2.62048 2.78130 0.99068  0.221
H: 1.94303 1.22782 1.74417  0.225
H: 0.86842 2.20837 -0.73903  0.202

The calculation puts the HOMO-LUMO gap at 8.73 eV. The total energy is -24595.1421 eV. As for the structure (SMILES): C[C@H]1C[C@H](O)CC2=C1C(=O)[C@@H]1[C@@H](CCN3CCC[C@@H]13)O2. The molar mass comes out at 277.36 g mol⁻¹. As for the energy above the lowest of the compared OMol25 structures with the same formula, charge and spin: 104.5 kcal per mole.

Entry 5:
DFT (ωB97M-V/def2-TZVPD) results for C28H23CdN11O7PTe as an isolated structure in a non-equilibrium geometry.

Each line ends with the Löwdin charge.
Element x y z (Å)
Cd: 0.56744 0.86334 0.64460  1.216
C: -2.88501 -1.44939 -3.41374  -0.038
N: -1.75741 -0.65730 -2.95635  -0.119
C: -0.61789 -0.38595 -3.67362  -0.062
C: 0.22392 0.25794 -2.81205  -0.125
N: -0.37788 0.36740 -1.59461  -0.005
C: -1.56353 -0.18236 -1.70128  -0.520
P: -2.76022 -0.39201 -0.34513  1.154
C: -2.67299 1.33208 0.28490  -0.552
N: -1.95842 2.28947 -0.27807  0.010
C: -2.42184 3.46718 0.22217  -0.179
C: -3.44963 3.23340 1.08776  -0.095
N: -3.62953 1.88066 1.10634  -0.142
C: -4.59829 1.19952 1.93797  -0.046
C: -1.66956 -1.59716 0.52497  -0.506
N: -0.88574 -2.34601 -0.23499  0.044
C: -0.46626 -3.37422 0.55825  -0.165
C: -1.01255 -3.25886 1.80252  -0.071
N: -1.80210 -2.14602 1.76574  -0.100
C: -2.57319 -1.63008 2.88121  -0.025
H: -2.86831 -1.49494 -4.49978  0.085
H: -3.81804 -0.99699 -3.08884  0.071
H: -2.82517 -2.45970 -3.00923  0.091
H: -0.51631 -0.65781 -4.70984  0.110
H: 1.21522 0.64015 -2.99138  0.103
H: -1.98270 4.40983 -0.06085  0.103
H: -4.05977 3.89751 1.67706  0.118
H: -5.46894 1.83969 2.06592  0.089
H: -4.18059 0.97816 2.91864  0.089
H: -4.91081 0.27632 1.45403  0.063
H: 0.21384 -4.12695 0.19338  0.098
H: -0.89437 -3.84716 2.69694  0.125
H: -2.92683 -2.46455 3.48360  0.096
H: -3.42941 -1.09679 2.49192  0.046
H: -1.96446 -0.96422 3.49850  0.021
Te: -0.24120 2.13584 2.84724  0.874
C: 0.16268 4.08796 2.05189  -0.671
C: 1.30077 4.35317 1.28506  -0.176
C: 1.62126 5.64693 0.89239  -0.107
C: 0.80546 6.71162 1.25349  -0.119
C: -0.34060 6.46463 1.99660  -0.114
C: -0.65086 5.16930 2.39477  -0.196
H: 1.95980 3.53967 1.00434  0.069
H: 2.51804 5.82513 0.31015  0.096
H: 1.06173 7.72237 0.95882  0.090
H: -0.99579 7.28508 2.26719  0.093
H: -1.55102 4.98746 2.97276  0.081
O: -0.58979 -0.40633 4.03292  -0.387
N: -0.01936 -1.09482 4.90863  -0.046
C: 1.30222 -1.07024 5.00496  -0.321
C: 2.24149 -0.34328 4.19748  -0.219
N: 3.07114 0.17106 3.58357  0.173
C: 1.86905 -1.88004 6.04565  -0.227
N: 2.35958 -2.51549 6.87324  0.110
O: 2.68968 0.03546 0.10646  -0.106
C: 2.39556 -0.95861 0.82688  -0.680
O: 1.24692 -1.18298 1.27589  -0.141
C: 3.46690 -1.95640 1.15604  -0.101
C: 4.78957 -1.70643 0.83576  0.086
C: 5.73742 -2.67036 1.12475  -0.109
C: 5.41401 -3.87367 1.71652  0.080
C: 4.08768 -4.08508 2.03290  -0.104
C: 3.10931 -3.14610 1.77141  0.087
N: 3.70213 -5.38091 2.62840  -0.348
O: 2.53077 -5.55350 2.88699  0.085
O: 4.58013 -6.20190 2.80863  0.074
N: 7.14766 -2.42893 0.75724  -0.351
O: 7.41138 -1.39386 0.18269  0.083
O: 7.96057 -3.28558 1.04543  0.072
H: 5.07115 -0.77363 0.37078  0.134
H: 6.16507 -4.62060 1.91778  0.129
H: 2.07602 -3.32762 2.03246  0.120

The calculation puts the HOMO-LUMO gap at 6.06 eV. The total energy is -81274.4739 eV. The charge is -1. The molar mass comes out at 896.55 g mol⁻¹. As for the energy above the lowest of the compared OMol25 structures with the same formula, charge and spin: 21.4 kcal per mole.

Entry 6:
DFT (ωB97M-V/def2-TZVPD) results for an isolated ion of composition C7H7O3 and charge -1 in a non-equilibrium geometry.

Each line ends with the natural charge from an NBO analysis.
Element x y z (Å)
C: 1.46283 1.24185 0.60360  -0.586
C: 0.71124 0.36078 -0.47178  -0.274
C: 1.36726 -0.99531 -0.51458  -0.143
C: 0.40723 -1.91986 -0.27069  -0.322
C: -0.90683 -1.46468 -0.00461  0.477
O: -1.92434 -2.02539 0.30652  -0.677
C: -0.71784 0.18149 -0.25403  -0.448
C: -1.79734 1.06759 -0.18673  0.705
O: -1.75197 2.25297 -0.42130  -0.717
O: -2.97946 0.55332 0.14314  -0.700
H: 1.34306 0.72679 1.68573  0.188
H: 1.03419 2.24322 0.75525  0.219
H: 2.47600 1.38998 0.23698  0.178
H: 0.93570 0.99908 -1.33791  0.215
H: 2.50297 -1.24002 -0.43721  0.205
H: 0.54206 -3.07005 -0.22508  0.189
H: -2.70476 -0.30174 0.39271  0.489

The calculation puts the HOMO-LUMO gap at 6.83 eV. The total energy is -13514.8316 eV. The charge is -1. As for the structure (SMILES): C[C@H]1C=CC([O-])=C1C(=O)O. The molar mass comes out at 139.13 g mol⁻¹. As for the energy above the lowest of the compared OMol25 structures with the same formula, charge and spin: 49.8 kcal per mole.